No. 1
The following is a quantum chemistry calculation of C50H48Cl5F3N4O5S2Sn as an isolated structure, from OMol25.

Output
E_tot	-167097.85903	eV
HOMO energy	-2.1	eV
LUMO	3.79	eV

Structure (ORCA input):
```
! wB97M-V def2-TZVPD RIJCOSX def2/J DEFGRID3
* xyz -2 1
Sn 0.409 0.023 -1.092
Cl 3.196 2.225 -2.369
C 1.957 1.850 -3.541
C 0.865 1.096 -3.151
C -0.081 0.862 -4.140
Cl -1.509 -0.064 -3.746
C 0.040 1.331 -5.445
Cl -1.171 0.999 -6.641
C 1.157 2.081 -5.795
Cl 1.340 2.676 -7.410
C 2.124 2.349 -4.833
Cl 3.511 3.296 -5.265
F -4.656 -5.836 2.620
C -4.076 -4.982 1.719
F -5.084 -4.206 1.282
F -3.705 -5.768 0.692
C -2.946 -4.217 2.344
C -2.684 -4.425 3.683
C -1.647 -3.742 4.303
C -0.925 -2.864 3.510
N -1.160 -2.632 2.231
C -2.165 -3.285 1.586
S -2.451 -2.949 -0.061
H -3.287 -5.127 4.244
H -1.410 -3.883 5.349
H -0.089 -2.311 3.937
C -1.463 0.941 4.750
C -1.531 1.912 3.572
C -2.190 3.217 3.973
O -0.255 2.202 3.063
C 0.026 1.157 2.133
C -1.357 0.967 1.419
O -2.245 1.293 2.509
C -1.857 1.721 0.151
O -1.044 1.512 -0.947
C -1.923 3.229 0.431
C -3.083 3.892 0.814
C -3.069 5.261 1.056
C -1.887 5.978 0.938
C -0.723 5.320 0.556
C -0.749 3.961 0.288
C -3.262 1.204 -0.231
C -4.008 0.268 0.470
C -5.230 -0.182 -0.024
C -5.730 0.307 -1.218
C -4.989 1.247 -1.930
C -3.770 1.680 -1.442
C 1.463 1.343 1.472
O 1.473 1.390 0.093
C 2.361 0.143 1.893
C 3.737 0.300 2.048
C 4.565 -0.789 2.285
C 4.033 -2.068 2.373
C 2.668 -2.241 2.201
C 1.846 -1.151 1.956
C 2.113 2.635 2.004
C 2.543 3.600 1.106
C 3.189 4.751 1.548
C 3.421 4.947 2.899
C 3.012 3.974 3.806
C 2.370 2.832 3.360
H -0.868 1.375 5.556
H -1.026 -0.009 4.448
H -2.471 0.743 5.115
H -1.739 3.592 4.894
H -3.255 3.052 4.140
H -2.058 3.953 3.184
H 0.093 0.234 2.714
H -1.463 -0.104 1.203
H -4.004 3.333 0.925
H -3.984 5.764 1.348
H -1.873 7.044 1.138
H 0.209 5.866 0.468
H 0.134 3.428 -0.040
H -3.642 -0.145 1.398
H -5.771 -0.946 0.522
H -6.676 -0.054 -1.605
H -5.355 1.627 -2.877
H -3.169 2.380 -2.009
H 4.176 1.288 1.973
H 5.632 -0.633 2.401
H 4.677 -2.920 2.559
H 2.230 -3.232 2.226
H 0.794 -1.348 1.779
H 2.377 3.420 0.052
H 3.513 5.492 0.826
H 3.923 5.843 3.247
H 3.196 4.108 4.866
H 2.065 2.077 4.074
C 3.732 -4.294 -1.452
N 4.607 -3.140 -1.532
C 5.949 -3.354 -2.018
C 4.108 -1.900 -1.234
C 5.070 -0.736 -1.301
O 2.948 -1.744 -0.913
H 3.529 -4.703 -2.444
H 4.187 -5.067 -0.825
H 2.787 -3.978 -1.019
H 5.966 -4.272 -2.605
H 6.681 -3.458 -1.207
H 6.273 -2.543 -2.670
H 6.039 -0.972 -0.860
H 4.608 0.088 -0.765
H 5.223 -0.430 -2.339
C -2.553 -3.586 -3.403
N -1.119 -3.368 -3.345
C -0.252 -3.204 -4.345
S 1.408 -3.103 -4.042
N -0.680 -3.162 -5.639
C -1.956 -2.687 -6.156
H -2.850 -4.020 -2.450
H -2.802 -4.281 -4.203
H -3.116 -2.658 -3.529
H -0.740 -3.206 -2.418
H 0.109 -3.055 -6.254
H -2.365 -1.888 -5.544
H -2.693 -3.486 -6.254
H -1.772 -2.271 -7.145
*
```

=====

No. 2
The following is a quantum chemistry calculation of a 2-piece molecular cluster, C50H48FN4O overall at a distorted geometry, from OMol25.

Output
E_tot	-63345.07852	eV
HOMO energy	-10.8	eV
LUMO	-5.29	eV

Structure (ORCA input):
```
! wB97M-V def2-TZVPD RIJCOSX def2/J DEFGRID3
* xyz 1 1
C 6.482 -0.251 1.450
N 5.318 -0.854 0.863
C 4.751 -1.996 1.367
O 5.261 -2.743 2.199
C 3.399 -2.145 0.631
C 2.184 -2.431 1.522
C 1.877 -1.303 2.475
C 2.367 -1.411 3.772
C 2.229 -0.352 4.658
C 1.717 0.869 4.229
C 1.265 0.973 2.921
C 1.175 -0.147 2.124
N 3.266 -0.876 -0.059
C 2.109 -0.399 -0.590
C 1.818 0.959 -0.601
C 0.540 1.511 -0.809
C 0.352 2.455 -1.890
C -0.817 2.448 -2.693
C -0.926 3.250 -3.830
C 0.119 4.139 -4.144
C 1.316 4.119 -3.402
C 1.402 3.331 -2.255
C 4.392 0.025 0.163
C 4.925 0.576 -1.127
C 5.864 -0.129 -1.788
C 6.487 0.206 -3.062
C 7.214 -0.794 -3.757
C 7.964 -0.477 -4.885
C 7.998 0.848 -5.359
C 7.204 1.822 -4.734
C 6.433 1.505 -3.613
H 7.021 -0.963 2.080
H 7.106 0.146 0.640
H 6.165 0.601 2.070
H 3.551 -3.003 -0.061
H 1.350 -2.643 0.843
H 2.392 -3.351 2.087
H 2.863 -2.345 4.050
H 2.503 -0.502 5.693
H 1.659 1.740 4.872
H 0.881 1.902 2.512
H 0.601 -0.078 1.202
H 1.405 -1.168 -0.937
H 2.581 1.673 -0.275
H -0.330 1.246 -0.209
H -1.599 1.765 -2.389
H -1.792 3.192 -4.505
H 0.015 4.824 -4.997
H 2.163 4.720 -3.752
H 2.274 3.402 -1.590
H 4.113 0.883 0.819
H 4.474 1.502 -1.499
H 6.157 -1.103 -1.351
H 7.190 -1.804 -3.339
H 8.543 -1.255 -5.383
H 8.625 1.100 -6.220
H 7.204 2.845 -5.112
H 5.848 2.282 -3.120
F -3.212 -2.597 -0.510
C -4.065 -1.796 0.334
C -5.517 -2.234 0.015
C -5.840 -3.310 -0.818
C -7.177 -3.662 -1.020
C -8.205 -2.910 -0.450
C -7.884 -1.838 0.383
C -6.544 -1.479 0.568
C -3.561 -2.057 1.770
C -4.383 -2.508 2.800
C -3.897 -2.600 4.110
C -2.573 -2.279 4.409
C -1.733 -1.876 3.370
C -2.216 -1.816 2.064
C -3.804 -0.341 -0.183
C -4.295 -0.175 -1.663
C -5.553 0.658 -1.609
C -5.406 1.511 -0.347
N -4.436 0.795 0.554
C -3.567 1.667 1.267
C -2.943 2.725 0.556
C -1.625 3.041 0.920
N -1.001 2.460 1.947
C -1.756 1.793 2.852
C -3.039 1.337 2.543
H -5.047 -3.885 -1.291
H -7.423 -4.536 -1.616
H -9.253 -3.176 -0.639
H -8.695 -1.300 0.887
H -6.283 -0.599 1.151
H -5.404 -2.806 2.602
H -4.535 -2.925 4.931
H -2.173 -2.352 5.428
H -0.691 -1.617 3.572
H -1.522 -1.602 1.262
H -2.709 -0.200 -0.170
H -3.532 0.410 -2.196
H -4.403 -1.153 -2.130
H -5.605 1.323 -2.472
H -6.498 0.111 -1.573
H -5.045 2.496 -0.699
H -6.319 1.732 0.232
H -3.316 3.183 -0.368
H -1.099 3.762 0.284
H -1.272 1.600 3.815
H -3.593 0.690 3.223
*
```

=====

No. 3
The following is a quantum chemistry calculation of C50H49IrN2O4P2S2 as an isolated structure at a distorted geometry, from OMol25.

Output
E_tot	-106866.88801	eV
HOMO energy (spin up / spin down)	-13.9 / -15.4	eV
⟨S²⟩	8.81
LUMO (spin up / spin down)	-7.21 / -10.95	eV

Structure (ORCA input):
```
! wB97M-V def2-TZVPD RIJCOSX def2/J DEFGRID3
* xyz 3 6
Ir 0.246 0.710 -0.240
O 3.319 -0.824 -0.474
S 2.442 0.310 -0.900
C 2.326 0.433 -2.737
C 3.498 0.707 -3.524
C 3.346 0.833 -4.918
C 2.109 0.646 -5.525
C 1.052 0.286 -4.713
C 1.092 0.219 -3.317
P -0.177 -0.308 -2.209
C -1.787 -0.070 -3.057
C -2.936 -0.859 -2.954
C -4.049 -0.550 -3.714
C -4.067 0.544 -4.563
C -2.931 1.327 -4.751
C -1.862 1.097 -3.904
C 0.186 -2.102 -2.275
C 0.825 -2.793 -1.226
C 1.110 -4.130 -1.340
C 0.891 -4.823 -2.536
C 0.345 -4.127 -3.603
C 0.000 -2.763 -3.484
C 3.432 1.865 -0.759
C 4.827 1.865 -0.576
C 5.469 3.077 -0.584
C 4.736 4.295 -0.651
C 3.349 4.260 -0.811
C 2.691 3.008 -0.812
P 0.895 2.800 -0.475
C 0.207 3.587 -1.889
C 1.022 4.000 -2.966
C 0.535 4.900 -3.910
C -0.792 5.340 -3.882
C -1.646 4.780 -2.901
C -1.164 4.005 -1.877
C 0.708 3.905 0.988
C 2.232 3.724 2.824
C 1.573 2.774 3.496
C 0.337 1.888 3.318
C -1.844 2.582 3.048
C -1.411 2.984 1.705
H 4.416 0.821 -3.034
H 4.249 1.084 -5.473
H 1.960 0.679 -6.635
H 0.101 0.045 -5.182
H -3.003 -1.754 -2.302
H -4.971 -1.138 -3.619
H -4.976 0.756 -5.149
H -3.010 2.134 -5.465
H -0.925 1.653 -3.905
H 0.972 -2.315 -0.249
H 1.646 -4.636 -0.557
H 1.193 -5.895 -2.646
H 0.361 -4.653 -4.537
H -0.458 -2.336 -4.372
H 5.370 0.921 -0.665
H 6.542 3.143 -0.442
H 5.232 5.232 -0.459
H 2.751 5.160 -0.931
H 2.022 3.545 -3.030
H 1.239 5.256 -4.628
H -1.155 6.055 -4.587
H -2.690 5.048 -2.986
H -1.783 3.844 -0.949
H 3.126 4.212 3.235
H 2.085 2.469 4.423
H 0.711 0.910 3.794
H -2.861 2.238 3.098
H -2.131 2.751 0.897
C -3.198 -1.724 4.857
O -2.234 -0.828 5.405
C -1.788 0.032 4.482
C -1.570 1.332 4.981
C -0.899 2.437 4.209
C -0.716 1.747 2.171
C -0.499 4.139 1.563
C -0.812 5.529 2.035
O 1.946 4.298 1.610
C -1.230 0.422 2.030
O -1.226 -0.125 0.798
C -1.545 -0.415 3.075
H -3.736 -2.277 5.603
H -2.704 -2.407 4.133
H -3.959 -1.172 4.265
H -1.918 1.581 5.948
H -0.600 3.327 4.759
H -1.465 5.514 2.914
H -1.274 6.078 1.194
H 0.144 5.982 2.198
H -1.718 -1.461 2.931
C 0.842 -7.582 3.946
C -0.184 -6.737 4.799
N -0.124 -5.302 4.595
C -0.383 -4.718 3.386
S 0.684 -3.569 2.720
N -1.453 -5.190 2.776
C -2.030 -4.567 1.599
C -2.151 -5.586 0.479
H 0.682 -8.644 4.172
H 1.895 -7.370 4.150
H 0.679 -7.490 2.882
H -0.118 -6.909 5.895
H -1.194 -7.033 4.547
H 0.647 -4.764 5.038
H -2.099 -5.828 3.273
H -1.341 -3.767 1.300
H -3.024 -4.086 1.761
H -1.154 -5.836 0.011
H -2.760 -5.170 -0.315
H -2.558 -6.493 0.855
*
```

=====

No. 4
The following is a quantum chemistry calculation of C50H50AsN3O2PbS4 as an isolated structure, from OMol25.

Output
E_tot	-170639.94308	eV
HOMO energy	-12.8	eV
LUMO	-6.19	eV

Structure (ORCA input):
```
! wB97M-V def2-TZVPD RIJCOSX def2/J DEFGRID3
* xyz 2 1
Pb 1.165 -0.277 0.732
S 1.776 -0.867 3.171
C 0.653 -2.139 3.637
C 0.490 -2.406 4.999
C -0.364 -3.404 5.429
C -1.098 -4.159 4.519
C -0.958 -3.912 3.167
C -0.075 -2.920 2.730
As 0.136 -2.708 0.852
C 1.661 -3.709 0.263
C 2.047 -3.646 -1.074
C 3.174 -4.337 -1.488
C 3.915 -5.069 -0.567
C 3.530 -5.119 0.765
C 2.396 -4.440 1.189
C -1.447 -3.311 -0.016
C -2.672 -2.831 0.438
C -3.837 -3.307 -0.140
C -3.771 -4.233 -1.173
C -2.545 -4.694 -1.631
C -1.370 -4.235 -1.054
H 1.042 -1.814 5.716
H -0.466 -3.594 6.490
H -1.767 -4.936 4.861
H -1.519 -4.501 2.452
H 1.486 -3.058 -1.790
H 3.474 -4.303 -2.527
H 4.794 -5.608 -0.893
H 4.108 -5.692 1.477
H 2.094 -4.477 2.229
H -2.724 -2.102 1.240
H -4.795 -2.952 0.214
H -4.684 -4.600 -1.623
H -2.500 -5.418 -2.433
H -0.417 -4.613 -1.399
C 2.440 4.619 2.414
N 3.236 3.374 2.203
C 3.030 2.406 3.322
C 2.886 2.756 0.871
C 3.763 1.581 0.557
C 5.132 1.804 0.384
C 6.000 0.764 0.104
C 5.505 -0.526 -0.015
C 4.147 -0.767 0.136
C 3.282 0.282 0.425
H 2.710 5.051 3.374
H 1.385 4.347 2.403
H 2.656 5.318 1.610
H 4.227 3.619 2.191
H 1.979 2.123 3.333
H 3.303 2.893 4.254
H 3.654 1.532 3.151
H 2.988 3.545 0.125
H 1.828 2.491 0.949
H 5.528 2.814 0.437
H 7.055 0.959 -0.029
H 6.175 -1.348 -0.233
H 3.779 -1.779 0.033
C -3.133 3.087 -3.069
C -2.000 2.545 -3.930
N -2.283 1.214 -4.463
C -3.514 1.043 -5.249
C -4.623 0.310 -4.512
C -1.438 0.162 -4.422
O -1.739 -0.955 -4.817
C -0.063 0.346 -3.826
C 0.894 1.205 -4.346
C 2.157 1.225 -3.773
C 2.401 0.432 -2.667
N 1.488 -0.400 -2.150
C 0.304 -0.463 -2.763
H -2.805 3.998 -2.571
H -3.419 2.365 -2.301
H -4.016 3.333 -3.657
H -1.099 2.488 -3.323
H -1.793 3.230 -4.760
H -3.254 0.507 -6.161
H -3.844 2.042 -5.535
H -4.304 -0.699 -4.255
H -5.500 0.231 -5.154
H -4.913 0.840 -3.605
H 0.660 1.839 -5.192
H 2.942 1.852 -4.173
H 3.370 0.444 -2.185
H -0.406 -1.193 -2.384
O 0.156 1.537 0.857
C -1.186 1.767 1.290
C -2.147 0.965 0.439
C -1.868 0.531 -0.822
C -2.980 -0.064 -1.475
C -4.094 -0.034 -0.696
S -3.794 0.677 0.832
C -1.416 3.254 1.034
C -0.653 4.077 0.255
C -1.181 5.394 0.164
C -2.335 5.534 0.870
S -2.787 4.082 1.648
C -1.297 1.430 2.759
C -1.739 0.285 3.354
C -1.554 0.281 4.764
C -0.962 1.419 5.210
S -0.651 2.512 3.933
H -0.926 0.746 -1.299
H -2.957 -0.470 -2.476
H -5.079 -0.404 -0.930
H 0.234 3.739 -0.260
H -0.731 6.194 -0.404
H -2.947 6.414 0.981
H -2.194 -0.532 2.812
H -1.866 -0.524 5.411
H -0.734 1.694 6.227
*
```